Entry 1:
Here is one molecule with the formula C5H9NO in a non-equilibrium geometry from the OMol25 dataset. Energies are from ωB97M-V/def2-TZVPD.

Positions of all 16 atoms, in Å:
C (-0.353, -0.619, 0.123)
C (-2.491, 1.511, 0.395)
C (1.213, -0.350, -0.178)
C (2.127, -1.575, -0.004)
C (1.582, 0.889, -0.530)
N (-1.524, 0.165, 0.282)
O (-0.609, -1.815, 0.226)
H (-2.727, 1.364, 1.442)
H (-3.382, 1.312, -0.306)
H (1.975, -2.368, 0.841)
H (3.148, -1.142, 0.118)
H (2.076, -2.080, -1.016)
H (0.796, 1.704, -0.828)
H (-2.114, 2.393, 0.129)
H (2.494, 1.092, -0.920)
H (-2.212, -0.481, 0.225)

As for the SMILES: C=C(C)C(=O)NC. The value obtained for the HOMO-LUMO gap is 10.100 eV. Its largest force on an atom is 6.0 eV Å⁻¹. The calculation puts the HOMO energy at -0.3416 hartree.

Atom charges from the natural (NBO) analysis, given in e for atoms 1 to 8:
1 C 0.644
2 C -0.363
3 C -0.033
4 C -0.654
5 C -0.380
6 N -0.667
7 O -0.630
8 H 0.217

Entry 2:
Here is C5H13NOS as an isolated structure in a non-equilibrium geometry from the OMol25 dataset. Energies are from ωB97M-V/def2-TZVPD.

Positions of all 21 atoms, in Å:
C (-1.511, 0.082, 0.901)
C (-2.013, 1.340, 0.213)
O (-3.266, 1.091, -0.389)
C (-1.019, -1.067, -0.032)
N (0.149, -0.656, -0.792)
C (1.406, -0.498, -0.049)
C (2.668, -0.329, -0.882)
S (4.000, 0.321, 0.147)
H (-2.284, -0.320, 1.568)
H (-0.641, 0.322, 1.519)
H (-2.047, 2.253, 0.882)
H (-1.314, 1.853, -0.466)
H (-3.772, 1.906, -0.259)
H (-0.683, -1.909, 0.590)
H (-1.726, -1.521, -0.723)
H (0.008, 0.228, -1.298)
H (1.384, 0.307, 0.733)
H (1.438, -1.456, 0.455)
H (2.366, 0.446, -1.663)
H (3.022, -1.146, -1.509)
H (3.837, -1.247, 1.054)

Its spin multiplicity is 2. The value obtained for the HOMO-LUMO gap (alpha / beta) is 9.348 / 4.908 eV. Its largest force on an atom is 4.6 eV Å⁻¹. As for the total charge: +1. The calculation puts the HOMO energy (alpha / beta) at -0.4824 / -0.4807 hartree.

Atom charges from the natural (NBO) analysis, given in e for atoms 1 to 8:
1 C -0.407
2 C -0.100
3 O -0.709
4 C -0.275
5 N -0.085
6 C -0.314
7 C -0.578
8 S 0.058

Entry 3:
Here is an isolated ion of composition C4H13N2 and charge +2 in a non-equilibrium geometry from the OMol25 dataset. Energies are from ωB97M-V/def2-TZVPD.

Positions of all 19 atoms, in Å:
C (-0.191, 0.736, -1.536)
C (0.289, -0.420, -0.655)
C (-0.246, -0.387, 0.756)
C (0.792, 0.190, 1.864)
N (1.829, -0.706, 2.109)
N (-1.713, 0.534, -1.923)
H (-0.219, 1.723, -1.088)
H (0.239, 0.696, -2.526)
H (1.368, -0.366, -0.577)
H (0.102, -1.395, -1.113)
H (-1.066, 0.309, 0.979)
H (-0.644, -1.343, 1.092)
H (0.156, 0.323, 2.734)
H (1.143, 1.162, 1.476)
H (2.206, -1.321, 1.387)
H (2.167, -0.935, 3.047)
H (-2.385, 0.628, -1.148)
H (-1.773, -0.468, -2.135)
H (-2.056, 1.041, -2.743)

Its spin multiplicity is 2. The value obtained for the HOMO-LUMO gap (alpha / beta) is 13.610 / 9.157 eV. Its largest force on an atom is 2.4 eV Å⁻¹. As for the total charge: +2. The calculation puts the HOMO energy (alpha / beta) at -0.7479 / -0.7660 hartree.

Atom charges from the natural (NBO) analysis, given in e for atoms 1 to 8:
1 C -0.181
2 C -0.470
3 C -0.393
4 C -0.302
5 N -0.253
6 N -0.692
7 H 0.239
8 H 0.253

Entry 4:
Here is C4H8ClNiO3 as an isolated structure in a non-equilibrium geometry from the OMol25 dataset. Energies are from ωB97M-V/def2-TZVPD.

Positions of all 17 atoms, in Å:
Ni (-5.492, -1.337, 1.291)
Cl (-3.658, 0.242, 1.289)
C (-0.217, -1.814, -1.184)
C (-0.350, -1.132, 0.168)
O (0.913, -0.893, 0.767)
C (1.528, 0.323, 0.809)
O (2.569, 0.475, 1.508)
O (1.001, 1.115, -0.122)
C (1.448, 2.458, -0.228)
H (0.374, -2.729, -1.161)
H (0.238, -1.056, -1.821)
H (-1.218, -2.075, -1.528)
H (-0.854, -1.801, 0.865)
H (-1.070, -0.314, 0.213)
H (2.521, 2.619, -0.125)
H (0.955, 3.096, 0.506)
H (1.312, 2.822, -1.246)

Its spin multiplicity is 4. The value obtained for the HOMO-LUMO gap (alpha / beta) is 8.260 / 6.065 eV. Its largest force on an atom is 6.5 eV Å⁻¹. As for the total charge: +2. The calculation puts the HOMO energy (alpha / beta) at -0.6790 / -0.6769 hartree.

Atom charges from the natural (NBO) analysis, given in e for atoms 1 to 8:
1 Ni 1.331
2 Cl -0.330
3 C -0.628
4 C -0.082
5 O -0.403
6 C 0.972
7 O 0.011
8 O -0.394